Entry 1:
18
Properties=species:S:1:pos:R:3 method="wB97M-V/def2-TZVPD" homo_energy_ev=-13.46 lumo_ha=-0.116 smiles="[NH3+]CCNCC=O" fmax_ev_per_a=1.0 total_charge=+1
N 0.371 -1.000 -1.700
C -0.888 -0.228 -1.455
C -0.528 1.140 -0.902
N 0.580 1.076 0.016
C 0.377 0.950 1.426
C 0.000 -0.476 1.777
O 0.261 -1.401 1.053
H 0.114 -1.969 -1.875
H 0.950 -0.656 -2.463
H 0.911 -0.954 -0.824
H -1.479 -0.869 -0.816
H -1.412 -0.147 -2.412
H -0.272 1.823 -1.717
H -1.418 1.576 -0.459
H 1.446 1.513 -0.240
H -0.415 1.589 1.862
H 1.260 1.335 1.943
H -0.598 -0.600 2.706

***

Entry 2:
18
Properties=species:S:1:pos:R:3 method="wB97M-V/def2-TZVPD" homo_energy_ev=-14.58 lumo_ha=-0.120 fmax_ev_per_a=4.9 total_charge=+1
C -1.904 -0.056 -0.155
C 0.650 -0.756 -0.274
C -3.348 0.311 -0.037
C 2.827 0.532 -0.593
N 0.354 -1.601 0.625
N 1.506 0.387 0.160
O -1.007 0.732 -0.323
H -1.848 -1.118 -0.302
H 0.523 -0.824 -1.305
H -3.854 -0.468 -0.712
H -3.718 1.350 -0.329
H -3.710 0.111 1.051
H 3.369 1.356 -0.089
H 3.362 -0.449 -0.397
H 2.818 0.656 -1.682
H -0.084 -2.479 0.464
H 0.692 1.009 0.080
H 1.820 0.264 1.206

***

Copy entry 2 word for word.
18
Properties=species:S:1:pos:R:3 method="wB97M-V/def2-TZVPD" homo_energy_ev=-14.58 lumo_ha=-0.120 fmax_ev_per_a=4.9 total_charge=+1
C -1.904 -0.056 -0.155
C 0.650 -0.756 -0.274
C -3.348 0.311 -0.037
C 2.827 0.532 -0.593
N 0.354 -1.601 0.625
N 1.506 0.387 0.160
O -1.007 0.732 -0.323
H -1.848 -1.118 -0.302
H 0.523 -0.824 -1.305
H -3.854 -0.468 -0.712
H -3.718 1.350 -0.329
H -3.710 0.111 1.051
H 3.369 1.356 -0.089
H 3.362 -0.449 -0.397
H 2.818 0.656 -1.682
H -0.084 -2.479 0.464
H 0.692 1.009 0.080
H 1.820 0.264 1.206